--- one ---
ORCA calculation (the ωB97M-V functional and the def2-TZVPD basis) on a 2-piece molecular cluster, H4NO2PS overall.

```
9
Properties=species:S:1:pos:R:3:nbo_charge:R:1
N 0.3693 -0.2658 -1.3853 -1.1840
O -0.9324 0.5641 0.9520 -1.0519
O -1.9598 1.7476 2.8421 -1.0240
P -1.7508 1.8952 1.4174 1.5050
S 1.6386 -1.0258 -0.8558 0.7147
H 0.6490 0.5070 -1.9786 0.3649
H -0.6680 0.3916 0.0264 0.5291
H 1.5079 -2.3403 -1.3630 0.0457
H 1.1463 -1.4737 0.3448 0.1005
```

For the orbital gap, the calculation gives 9.999 eV. The molecular weight comes out at 113.08 g mol⁻¹.

--- two ---
ORCA calculation (the ωB97M-V functional and the def2-TZVPD basis) on a 2-piece molecular cluster, H4NO2PS overall.

```
9
Properties=species:S:1:pos:R:3:nbo_charge:R:1
N -1.3373 0.8000 -0.8249 -1.0413
O 0.7540 1.8918 -0.0807 -0.9019
O 1.0853 -0.1429 -1.4381 -0.8782
P 0.4134 -1.6005 1.6977 0.1075
S 0.3576 0.5379 -0.3967 1.9544
H -1.5359 1.7917 -0.6891 0.3975
H -2.1337 0.2966 -0.4832 0.3970
H 1.8259 -1.4895 1.8599 -0.0218
H 0.5706 -2.0851 0.3552 -0.0132
```

For the orbital gap (spin up / spin down), the calculation gives 7.793 / 7.111 eV. The molecular weight comes out at 113.08 g mol⁻¹.

--- three ---
ORCA calculation (the ωB97M-V functional and the def2-TZVPD basis) on one molecule with the formula H4NO2PS.

```
9
Properties=species:S:1:pos:R:3:nbo_charge:R:1
N 0.6985 -0.0766 -0.9535 -1.1517
O -0.2485 -1.1451 1.3140 -0.9614
O -1.4880 0.6944 0.0460 -0.9865
P 0.0485 0.2694 0.5888 1.9022
S 1.0507 1.5783 1.9626 -0.6308
H 1.6937 0.0151 -1.0678 0.4119
H 0.3811 -0.9682 -1.1628 0.3905
H -0.0673 -1.0904 2.1859 0.5115
H -1.5965 1.3927 -0.5742 0.5142
```

For the orbital gap, the calculation gives 9.411 eV. The SMILES is NP(O)(O)=S. The molecular weight comes out at 113.08 g mol⁻¹.

Energies relative to the most stable structure, in hartree: one 0.1098; two 0.1896; three 0.0000.